Here is 5 unconnected molecules or ions with the total composition C21H54N2O9S3 at a distorted geometry from the OMol25 dataset. Energies are from wB97M-V/def2-TZVPD.

Energy relative to the best compared isomer or geometry (same formula, charge and spin) (kcal/mol): 68.9
Charge: 0
SMILES string: CCOS(C)(=O)=O.CCOS(C)(=O)=O.CCOS(C)(=O)=O.CCN(CC)CC.CCN(CC)CC

Last columns: bonded neighbours and bond lengths (Å).
Element x y z (Å)
1 C -6.27231 -0.40831 -0.41110  C2 1.587, H8 1.090, H9 1.090, H10 1.090
2 C -5.03645 0.01603 0.48961  C1 1.587, O3 1.388, H11 1.090, H12 1.090
3 O -4.58060 1.24244 0.02543  C2 1.388, S4 1.706
4 S -4.70555 2.58426 1.07217  O3 1.706, C5 1.904, O6 1.508, O7 1.476
5 C -5.87750 3.57711 -0.05244  S4 1.904, H13 1.090, H14 1.090, H15 1.090
6 O -5.44884 2.22145 2.33322  S4 1.508
7 O -3.34925 3.16565 1.10022  S4 1.476
8 H -5.99331 -0.81447 -1.38337  C1 1.090
9 H -6.88517 0.46533 -0.63305  C1 1.090
10 H -6.93029 -1.10618 0.10672  C1 1.090
11 H -5.23777 -0.03512 1.55964  C2 1.090
12 H -4.26501 -0.73437 0.31676  C2 1.090
13 H -5.92335 3.22762 -1.08388  C5 1.090
14 H -5.29186 4.49011 -0.15995  C5 1.090
15 H -6.84961 3.58152 0.44058  C5 1.090
16 C 1.34339 3.51999 2.66473  C17 1.552, H23 1.090, H24 1.090, H25 1.090
17 C 2.45702 2.79276 1.86445  C16 1.552, O18 1.420, H26 1.090, H27 1.090
18 O 3.52780 3.67882 1.57216  C17 1.420, S19 1.697
19 S 4.57910 3.40972 0.26814  O18 1.697, C20 1.851, O21 1.445, O22 1.474
20 C 3.54454 4.05945 -1.12250  S19 1.851, H28 1.090, H29 1.090, H30 1.090
21 O 5.74812 4.25841 0.27125  S19 1.445
22 O 4.66825 1.94015 0.19137  S19 1.474
23 H 0.83618 4.35738 2.18555  C16 1.090
24 H 1.89383 3.88625 3.53132  C16 1.090
25 H 0.54395 2.82336 2.91709  C16 1.090
26 H 3.01180 2.01579 2.39042  C17 1.090
27 H 2.16844 2.43428 0.87637  C17 1.090
28 H 2.57784 3.56929 -1.23798  C20 1.090
29 H 4.14829 3.97027 -2.02563  C20 1.090
30 H 3.34859 5.11612 -0.94046  C20 1.090
31 C 2.99555 -0.89622 -1.48345  C32 1.554, H38 1.090, H39 1.090, H40 1.090
32 C 2.12556 -0.82749 -0.19798  C31 1.554, O33 1.439, H41 1.090, H42 1.090
33 O 0.71985 -1.00127 -0.45033  C32 1.439, S34 1.721
34 S -0.39922 0.11024 0.23873  O33 1.721, C35 1.798, O36 1.466, O37 1.460
35 C -0.67005 1.06174 -1.26314  S34 1.798, H43 1.090, H44 1.090, H45 1.090
36 O -1.62881 -0.65641 0.46442  S34 1.466
37 O 0.32177 0.86121 1.26234  S34 1.460
38 H 2.54436 -1.65669 -2.12080  C31 1.090
39 H 4.06690 -1.04172 -1.34504  C31 1.090
40 H 2.93522 0.03081 -2.05361  C31 1.090
41 H 2.47800 -1.60411 0.48080  C32 1.090
42 H 2.26744 0.04508 0.43967  C32 1.090
43 H -1.16795 0.32310 -1.89132  C35 1.090
44 H 0.21516 1.30832 -1.84940  C35 1.090
45 H -1.28159 1.94347 -1.07164  C35 1.090
46 C -3.35155 -0.10505 -4.39855  C47 1.502, H53 1.090, H54 1.090, H55 1.090
47 C -2.06488 -0.30225 -5.14879  C46 1.502, N48 1.461, H56 1.090, H57 1.090
48 N -0.93375 -0.72659 -4.32728  C47 1.461, C49 1.519, C51 1.485
49 C -1.30875 -2.17582 -4.06680  N48 1.519, C50 1.482, H58 1.090, H59 1.090
50 C -0.50290 -2.79929 -2.99020  C49 1.482, H60 1.090, H61 1.090, H62 1.090
51 C 0.36111 -0.64757 -5.04957  N48 1.485, C52 1.516, H63 1.090, H64 1.090
52 C 0.89791 0.74840 -5.29969  C51 1.516, H65 1.090, H66 1.090, H67 1.090
53 H -3.94186 -1.00599 -4.23138  C46 1.090
54 H -4.08044 0.49721 -4.94087  C46 1.090
55 H -3.26011 0.55570 -3.53649  C46 1.090
56 H -2.23566 -0.81440 -6.09570  C47 1.090
57 H -1.79239 0.63624 -5.63160  C47 1.090
58 H -2.37301 -2.30208 -3.86805  C49 1.090
59 H -1.17303 -2.79272 -4.95513  C49 1.090
60 H 0.54784 -2.87126 -3.27106  C50 1.090
61 H -0.73509 -2.23459 -2.08726  C50 1.090
62 H -0.93185 -3.80107 -2.96723  C50 1.090
63 H 0.40914 -1.24649 -5.95901  C51 1.090
64 H 1.20619 -1.16036 -4.59022  C51 1.090
65 H 1.04167 0.74868 -6.38017  C52 1.090
66 H 1.82010 0.86064 -4.72954  C52 1.090
67 H 0.15976 1.52013 -5.08135  C52 1.090
68 C 1.37245 -4.14314 2.56941  C69 1.507, H75 1.090, H76 1.090, H77 1.090
69 C 1.50717 -2.69761 2.97414  C68 1.507, N70 1.493, H78 1.090, H79 1.090
70 N 2.07708 -2.42473 4.32728  C69 1.493, C71 1.476, C73 1.466
71 C 2.92571 -1.21756 4.33361  N70 1.476, C72 1.495, H80 1.090, H81 1.090
72 C 4.25964 -1.67530 3.83741  C71 1.495, H82 1.090, H83 1.090, H84 1.090
73 C 0.85217 -2.24945 5.11389  N70 1.466, C74 1.548, H85 1.090, H86 1.090
74 C 1.20729 -2.11844 6.61455  C73 1.548, H87 1.090, H88 1.090, H89 1.090
75 H 2.37753 -4.56384 2.59969  C68 1.090
76 H 1.11120 -4.26016 1.51767  C68 1.090
77 H 0.67227 -4.64806 3.23491  C68 1.090
78 H 2.26756 -2.28467 2.31127  C69 1.090
79 H 0.58461 -2.20180 2.67224  C69 1.090
80 H 2.56323 -0.38938 3.72464  C71 1.090
81 H 3.10136 -0.91379 5.36559  C71 1.090
82 H 5.02704 -0.94175 4.08462  C72 1.090
83 H 4.61558 -2.51088 4.44008  C72 1.090
84 H 4.16114 -2.04537 2.81690  C72 1.090
85 H 0.13472 -3.06064 4.99015  C73 1.090
86 H 0.33997 -1.32599 4.84375  C73 1.090
87 H 0.30100 -1.97235 7.20225  C74 1.090
88 H 1.76334 -1.21504 6.86512  C74 1.090
89 H 1.74739 -3.02691 6.88112  C74 1.090

***

Here is 3 unconnected molecules or ions with the total composition C4H13NO3 at a distorted geometry from the OMol25 dataset. Energies are from wB97M-V/def2-TZVPD.

Energy relative to the best compared isomer or geometry (same formula, charge and spin) (kcal/mol): 35.8
Charge: 0
SMILES string: CCNC(C)=O.O.O

Last columns: bonded neighbours and bond lengths (Å).
Element x y z (Å)
1 C -0.94220 1.05779 -1.67539  C2 1.475, H7 1.157, H8 1.108, H9 1.071
2 C -1.20168 0.88994 -0.23336  C1 1.475, N3 1.496, H10 1.135, H11 1.111
3 N -0.11405 0.04383 0.34818  C2 1.496, C4 1.364, H12 0.997
4 C -0.11700 -0.50810 1.59552  N3 1.364, C5 1.521, O6 1.224
5 C -1.33538 -0.25481 2.46978  C4 1.521, H13 1.121, H14 1.067, H15 1.099
6 O 0.94402 -0.89218 2.06938  C4 1.224
7 H -0.47088 2.08121 -1.93660  C1 1.157
8 H -1.76422 1.14042 -2.41399  C1 1.108
9 H -0.19683 0.36904 -2.01750  C1 1.071
10 H -1.41310 1.81132 0.39492  C2 1.135
11 H -2.12004 0.31654 0.01512  C2 1.111
12 H 0.66293 -0.11218 -0.25626  N3 0.997
13 H -1.59269 -1.20591 3.00484  C5 1.121
14 H -1.15872 0.36419 3.32084  C5 1.067
15 H -2.23914 -0.03243 1.88569  C5 1.099
16 O 1.51866 -2.29910 -1.67197  H17 0.959, H18 0.959
17 H 1.37538 -1.50138 -1.15972  O16 0.959
18 H 1.39918 -3.10640 -1.16919  O16 0.959
19 O 2.59123 0.44833 -0.70983  H20 0.972, H21 0.963
20 H 2.74765 0.79265 -1.60555  O19 0.972
21 H 3.42688 0.59721 -0.25490  O19 0.963

***

Here is 2 unconnected molecules or ions with the total composition C16H29N2O3 at a distorted geometry from the OMol25 dataset. Energies are from wB97M-V/def2-TZVPD.

Charge: -1
Energy (a.u.): -962.21568

Last columns: bonded neighbours and bond lengths (Å).
Element x y z (Å)
1 C 5.37153 2.25177 1.64824  C2 1.510, H16 1.085, H17 1.087, H18 1.085
2 C 4.16804 1.53528 1.08282  C1 1.510, C3 1.390, C15 1.390
3 C 3.34483 2.18798 0.17252  C2 1.390, C4 1.392, H19 1.081
4 C 2.23103 1.53917 -0.35209  C3 1.392, C5 1.394, H20 1.078
5 C 1.91005 0.23707 0.02895  C4 1.394, C6 1.512, C9 1.402
6 C 0.68919 -0.49224 -0.48394  C5 1.512, C7 1.524, C8 1.562, H21 1.084
7 C -0.08564 0.30051 -1.52990  C6 1.524, H22 1.086, H23 1.086, H24 1.088
8 C -0.29643 -0.76224 0.69684  C6 1.562, H25 1.080, H26 1.087, H27 1.090
9 C 2.76641 -0.42908 0.91622  C5 1.402, O10 1.355, C15 1.392
10 O 2.49399 -1.69507 1.31588  C9 1.355, C11 1.522
11 C 2.97385 -2.80600 0.39354  O10 1.522, N12 1.375, H28 1.101, H29 1.106
12 N 3.81364 -2.39413 -0.61463  C11 1.375, C13 1.425
13 C 3.32567 -2.66471 -1.92640  N12 1.425, N14 1.469, H30 1.112, H31 1.108
14 N 4.07824 -1.90472 -2.93299  C13 1.469, H32 1.009, H33 1.007
15 C 3.87555 0.22507 1.44418  C2 1.390, C9 1.392, H34 1.077
16 H 5.84283 1.63286 2.40501  C1 1.085
17 H 5.05902 3.16247 2.15325  C1 1.087
18 H 6.08378 2.48882 0.86517  C1 1.085
19 H 3.56891 3.20195 -0.12786  C3 1.081
20 H 1.62403 2.08170 -1.05813  C4 1.078
21 H 0.95977 -1.46222 -0.88540  C6 1.084
22 H -0.35924 1.26178 -1.10483  C7 1.086
23 H 0.46093 0.42201 -2.46094  C7 1.086
24 H -1.01690 -0.22000 -1.74583  C7 1.088
25 H 0.21501 -0.82433 1.64597  C8 1.080
26 H -0.82964 -1.69013 0.50871  C8 1.087
27 H -0.99661 0.07283 0.73313  C8 1.090
28 H 3.46170 -3.48919 1.10625  C11 1.101
29 H 2.06594 -3.32572 0.03552  C11 1.106
30 H 2.25191 -2.41705 -2.07641  C13 1.112
31 H 3.41107 -3.73774 -2.18751  C13 1.108
32 H 4.90308 -1.53566 -2.48328  N14 1.009
33 H 3.52012 -1.13839 -3.27318  N14 1.007
34 H 4.51212 -0.32209 2.11917  C15 1.077
35 C -7.19722 1.25128 0.48166  O36 1.414, H41 1.089, H42 1.092, H43 1.096
36 O -6.45198 0.39009 1.32048  C35 1.414, C37 1.421
37 C -5.80943 -0.66538 0.61899  O36 1.421, C38 1.514, H44 1.095, H45 1.094
38 C -4.35539 -0.36553 0.32395  C37 1.514, O39 1.419, H46 1.094, H47 1.094
39 O -4.20426 0.74071 -0.55114  C38 1.419, C40 1.417
40 C -3.88004 1.94871 0.11450  O39 1.417, H48 1.095, H49 1.092, H50 1.089
41 H -7.39429 2.16632 1.03898  C35 1.089
42 H -6.65032 1.50472 -0.42882  C35 1.092
43 H -8.15423 0.78992 0.21052  C35 1.096
44 H -6.34629 -0.88600 -0.30934  C37 1.095
45 H -5.86104 -1.55302 1.25661  C37 1.094
46 H -3.91555 -1.23279 -0.17701  C38 1.094
47 H -3.79906 -0.20028 1.25104  C38 1.094
48 H -2.82048 1.95862 0.39026  C40 1.095
49 H -4.48788 2.09497 1.01020  C40 1.092
50 H -4.07031 2.76708 -0.57895  C40 1.089